# 1
Density functional theory data (ωB97M-V/def2-TZVPD) for one molecule with the formula C3H5NO.

Summary:
E_LUMO (alpha / beta): 0.60 / 0.81 eV
relative energy (zero: lowest compared OMol25 entry of this formula, charge and spin): 101.8 kcal/mol
largest force on an atom: 0.9 eV/A
orbital gap (alpha / beta): 7.77 / 8.24 eV

```
! wB97M-V def2-TZVPD RIJCOSX def2/J DEFGRID3
* xyz 0 1
O 0.593 -1.773 0.652
C 0.169 -0.821 -0.263
C 1.415 -0.590 0.420
C -1.092 1.214 -0.345
N -0.989 -0.104 -0.227
H 1.508 0.039 1.306
H 2.333 -0.735 -0.148
H -0.204 1.792 -0.122
H -1.900 1.636 -0.927
H -1.832 -0.658 -0.345
*
```

# 2
Density functional theory data (ωB97M-V/def2-TZVPD) for an isolated ion of composition C2H8N4 and charge +2 in a non-equilibrium geometry.

Summary:
E_LUMO: -9.05 eV
relative energy (zero: lowest compared OMol25 entry of this formula, charge and spin): 45.9 kcal/mol
largest force on an atom: 6.8 eV/A
orbital gap: 10.49 eV
SMILES: N/C=[NH+]/NC=[NH2+]

```
! wB97M-V def2-TZVPD RIJCOSX def2/J DEFGRID3
* xyz 2 1
N 1.002 -1.495 2.004
C 0.148 -1.299 1.054
N -0.051 -0.188 0.383
N -0.868 -0.025 -0.665
C -0.943 1.122 -1.448
N 0.152 1.768 -1.568
H 1.327 -2.329 2.411
H 1.441 -0.712 2.426
H -0.503 -2.152 0.542
H 0.517 0.654 0.834
H -1.849 -0.448 -0.453
H -1.793 1.163 -1.986
H 0.357 2.481 -2.186
H 0.952 1.411 -1.106
*
```

# 3
Density functional theory data (ωB97M-V/def2-TZVPD) for one molecule with the formula C27H27FN6O4S2 in a non-equilibrium geometry.

Summary:
E_LUMO: -0.37 eV
relative energy (zero: lowest compared OMol25 entry of this formula, charge and spin): 3.3 kcal/mol
largest force on an atom: 1.3 eV/A
orbital gap: 7.88 eV
SMILES: Cc1cccc(-n2c(CNC(=O)c3ccc(S(=O)(=O)N(C)C)cc3)nnc2SCC(=O)Nc2ccc(F)cc2)c1

```
! wB97M-V def2-TZVPD RIJCOSX def2/J DEFGRID3
* xyz 0 1
C 2.785 3.958 0.438
C 1.899 2.769 0.628
C 2.321 1.642 1.321
C 1.489 0.546 1.473
C 0.223 0.548 0.918
C -0.199 1.670 0.215
N -1.480 1.672 -0.385
C -1.804 1.723 -1.721
C -0.807 1.761 -2.825
N 0.293 0.862 -2.563
C 1.565 1.313 -2.430
O 1.864 2.469 -2.660
C 2.563 0.320 -1.927
C 2.355 -1.056 -1.888
C 3.313 -1.883 -1.325
C 4.469 -1.334 -0.806
S 5.695 -2.380 -0.021
O 6.995 -2.001 -0.486
O 5.291 -3.752 -0.150
N 5.540 -1.838 1.573
C 4.338 -2.353 2.186
C 6.737 -2.009 2.369
C 4.710 0.024 -0.869
C 3.757 0.848 -1.434
N -3.095 1.672 -1.866
N -3.656 1.603 -0.648
C -2.692 1.589 0.239
S -2.851 1.494 1.962
C -4.656 1.704 2.138
C -5.422 0.393 1.947
O -5.836 -0.235 2.896
N -5.566 0.071 0.642
C -6.181 -1.052 0.086
C -6.857 -2.005 0.844
C -7.446 -3.091 0.221
C -7.355 -3.214 -1.152
F -7.929 -4.276 -1.760
C -6.689 -2.278 -1.925
C -6.102 -1.196 -1.300
C 0.622 2.777 0.081
H 2.868 4.183 -0.624
H 3.776 3.777 0.845
H 2.359 4.831 0.931
H 3.313 1.618 1.748
H 1.829 -0.317 2.023
H -0.433 -0.302 1.024
H -0.371 2.760 -2.932
H -1.324 1.501 -3.754
H 0.065 -0.091 -2.334
H 1.469 -1.506 -2.310
H 3.183 -2.953 -1.282
H 4.176 -1.845 3.136
H 4.398 -3.434 2.355
H 3.504 -2.150 1.517
H 7.583 -1.733 1.745
H 6.686 -1.348 3.235
H 6.862 -3.043 2.708
H 5.639 0.408 -0.480
H 3.909 1.914 -1.508
H -4.967 2.467 1.426
H -4.796 2.048 3.162
H -5.096 0.684 -0.035
H -6.917 -1.893 1.913
H -7.973 -3.838 0.793
H -6.637 -2.403 -2.995
H -5.577 -0.453 -1.882
H 0.274 3.643 -0.461
*
```

# 4
Density functional theory data (ωB97M-V/def2-TZVPD) for a 11-piece molecular cluster, H22O11 overall.

Summary:
E_LUMO: -0.43 eV
relative energy (zero: lowest compared OMol25 entry of this formula, charge and spin): 50.8 kcal/mol
largest force on an atom: 0.8 eV/A
orbital gap: 9.94 eV
SMILES: O.O.O.O.O.O.O.O.O.O.O

```
! wB97M-V def2-TZVPD RIJCOSX def2/J DEFGRID3
* xyz 0 1
O -15.687 0.868 2.585
H -15.912 -0.020 2.865
H -16.098 1.436 3.237
O -18.884 3.216 6.520
H -18.930 3.510 7.430
H -18.748 4.018 6.015
O -14.938 7.376 3.536
H -14.292 7.976 3.907
H -14.821 6.563 4.027
O -14.361 4.787 4.115
H -13.454 4.795 3.811
H -14.392 4.080 4.759
O -19.630 5.734 5.263
H -19.734 6.062 4.370
H -20.302 6.195 5.767
O -16.984 3.565 3.344
H -17.778 4.015 3.630
H -16.276 4.001 3.819
O -15.915 0.995 5.822
H -14.992 1.235 5.735
H -16.393 1.783 5.563
O -20.332 4.292 2.506
H -20.269 5.228 2.697
H -21.244 4.161 2.244
O -20.412 2.230 4.205
H -20.586 2.870 3.514
H -19.699 2.615 4.714
O -17.858 6.305 0.804
H -17.394 5.515 1.082
H -17.615 6.966 1.452
O -16.101 3.598 0.714
H -16.345 3.651 1.638
H -15.221 3.223 0.719
*
```

# 5
Density functional theory data (ωB97M-V/def2-TZVPD) for C37H37N3P2Pb as an isolated structure in a non-equilibrium geometry.

Summary:
E_LUMO (alpha / beta): -8.99 / -9.09 eV
largest force on an atom: 2.9 eV/A
orbital gap (alpha / beta): 4.09 / 3.98 eV

```
! wB97M-V def2-TZVPD RIJCOSX def2/J DEFGRID3
* xyz 2 1
Pb 1.655 -1.209 2.098
C -2.497 0.140 6.502
C -2.681 -0.003 5.188
C -3.137 1.091 4.246
C -2.039 1.872 3.478
C -1.054 2.585 4.338
C -1.112 2.876 5.641
C -2.294 2.711 6.569
C -2.511 1.380 7.326
C 2.657 0.190 3.574
H -2.295 -0.766 7.063
H -2.480 -0.977 4.681
H -3.767 1.818 4.774
H -3.769 0.595 3.481
H -1.543 1.165 2.805
H -2.494 2.630 2.815
H -0.178 2.950 3.800
H -0.187 3.270 6.114
H -3.189 3.003 6.003
H -2.114 3.494 7.324
H -1.722 1.259 8.080
H -3.480 1.467 7.835
H 3.142 -0.413 4.376
H 1.785 0.713 3.989
H 3.366 0.965 3.296
P 0.214 -2.302 -2.716
P 2.120 0.244 -3.142
C -0.425 -0.730 -3.421
C 0.407 0.320 -3.636
C -0.563 -3.425 -3.976
C -1.701 -3.094 -4.732
C -2.205 -3.971 -5.702
C -1.577 -5.201 -5.925
C -0.418 -5.525 -5.209
C 0.101 -4.638 -4.264
C -0.910 -2.405 -1.240
C -0.653 -1.517 -0.174
C -1.447 -1.554 0.963
C -2.512 -2.461 1.039
C -2.763 -3.348 -0.014
C -1.952 -3.333 -1.152
C 2.765 0.917 -4.781
C 2.577 0.137 -5.944
C 2.965 0.628 -7.196
C 3.524 1.905 -7.316
C 3.685 2.692 -6.173
C 3.312 2.200 -4.915
C 2.178 1.767 -2.105
C 3.338 1.948 -1.327
C 3.489 3.111 -0.578
C 2.482 4.089 -0.581
C 1.336 3.907 -1.360
C 1.179 2.749 -2.124
H -1.501 -0.644 -3.647
H 0.043 1.219 -4.134
H -2.227 -2.153 -4.584
H -3.094 -3.693 -6.275
H -1.985 -5.901 -6.654
H 0.088 -6.476 -5.386
H 1.015 -4.880 -3.722
H 0.188 -0.810 -0.236
H -1.254 -0.864 1.801
H -3.152 -2.465 1.928
H -3.604 -4.043 0.026
H -2.124 -4.020 -1.982
H 2.131 -0.857 -5.879
H 2.845 0.014 -8.091
H 3.822 2.291 -8.290
H 4.111 3.690 -6.252
H 3.457 2.835 -4.039
H 4.099 1.167 -1.321
H 4.395 3.239 0.023
H 2.607 4.992 0.024
H 0.547 4.665 -1.356
H 0.268 2.617 -2.702
N 0.279 -1.451 4.335
C 0.415 -1.520 5.500
N 0.661 -1.732 6.736
C 0.647 -0.915 7.766
N 0.716 -0.216 8.716
*
```

# 6
Density functional theory data (ωB97M-V/def2-TZVPD) for one molecule with the formula C4H6N4 in a non-equilibrium geometry.

Summary:
E_LUMO: 0.18 eV
relative energy (zero: lowest compared OMol25 entry of this formula, charge and spin): 123.0 kcal/mol
largest force on an atom: 7.2 eV/A
orbital gap: 8.65 eV
SMILES: [H]/N=c1/ncn(C=C)[nH]1

```
! wB97M-V def2-TZVPD RIJCOSX def2/J DEFGRID3
* xyz 0 1
H -2.620 -1.928 -0.378
N -2.712 -0.834 -0.288
C -1.525 -0.242 0.112
N -1.337 1.227 0.208
C -0.107 1.366 -0.116
N 0.714 0.284 -0.044
C 1.994 0.303 -0.023
C 2.696 -0.816 0.009
N -0.103 -0.768 0.413
H 0.463 2.228 -0.398
H 2.235 1.262 -0.484
H 2.060 -1.834 0.022
H 3.773 -0.948 -0.456
H -0.193 -1.808 -0.228
*
```

# 7
Density functional theory data (ωB97M-V/def2-TZVPD) for one molecule with the formula C7H15NS2 in a non-equilibrium geometry.

Summary:
E_LUMO: 0.73 eV
relative energy (zero: lowest compared OMol25 entry of this formula, charge and spin): 61.4 kcal/mol
largest force on an atom: 3.9 eV/A
orbital gap: 8.67 eV
SMILES: CN(C)CCC1CSSC1

```
! wB97M-V def2-TZVPD RIJCOSX def2/J DEFGRID3
* xyz 0 1
C -0.897 -1.919 -1.745
N -0.876 -0.763 -0.838
C -2.161 -0.024 -0.987
C -0.578 -1.269 0.447
C -0.100 -0.138 1.367
C 0.826 0.982 0.596
C 2.050 0.481 -0.217
S 3.589 1.606 0.105
S 2.408 3.215 0.728
C 1.217 2.138 1.504
H -0.002 -2.664 -1.461
H -0.778 -1.639 -2.953
H -1.814 -2.515 -1.570
H -3.049 -0.780 -0.747
H -2.102 1.014 -0.440
H -2.272 0.137 -2.071
H -1.458 -1.646 1.005
H 0.309 -1.894 0.399
H -0.953 0.220 1.968
H 0.477 -0.699 2.088
H 0.038 1.463 -0.065
H 1.763 0.552 -1.460
H 2.413 -0.589 0.044
H 0.323 2.781 1.681
H 1.626 1.951 2.621
*
```

# 8
Density functional theory data (ωB97M-V/def2-TZVPD) for a 2-piece molecular cluster, C4H4F2N3O2S overall in a non-equilibrium geometry.

Summary:
E_LUMO (alpha / beta): 2.72 / 2.97 eV
relative energy (zero: lowest compared OMol25 entry of this formula, charge and spin): 66.7 kcal/mol
largest force on an atom: 1.8 eV/A
orbital gap (alpha / beta): 6.66 / 7.71 eV

```
! wB97M-V def2-TZVPD RIJCOSX def2/J DEFGRID3
* xyz -1 1
C 1.528 0.060 0.023
C 0.482 1.006 0.007
C 1.461 -1.406 -0.173
C -2.184 0.381 -0.373
N 2.657 0.720 0.264
N 0.977 2.200 0.234
N 2.282 1.991 0.383
O -2.707 -2.276 -0.287
O -3.465 -0.933 1.629
F -2.147 0.360 -1.729
F -2.771 1.553 -0.063
S -3.359 -1.048 0.172
H 0.979 -1.879 0.682
H 0.857 -1.641 -1.048
H 2.464 -1.813 -0.292
H 2.946 2.726 0.572
*
```

# 9
Density functional theory data (ωB97M-V/def2-TZVPD) for a 2-piece molecular cluster, C5H11NO overall in a non-equilibrium geometry.

Summary:
E_LUMO: 0.87 eV
relative energy (zero: lowest compared OMol25 entry of this formula, charge and spin): 48.7 kcal/mol
largest force on an atom: 4.0 eV/A
orbital gap: 10.58 eV
SMILES: CNC(C)=O.C=C

```
! wB97M-V def2-TZVPD RIJCOSX def2/J DEFGRID3
* xyz 0 1
C -1.870 1.779 0.363
N -1.556 0.552 -0.460
C -1.320 -0.634 0.266
C -1.147 -1.850 -0.504
O -1.048 -0.643 1.493
H -1.699 1.502 1.365
H -1.205 2.541 0.067
H -2.915 2.145 0.174
H -1.931 0.408 -1.373
H -1.760 -1.907 -1.438
H -1.610 -2.749 0.009
H -0.111 -2.044 -0.712
C 3.071 0.683 -0.321
C 3.005 -0.318 0.661
H 3.970 0.901 -0.887
H 2.183 1.284 -0.654
H 3.895 -1.057 0.763
H 2.048 -0.593 1.190
*
```

# 10
Density functional theory data (ωB97M-V/def2-TZVPD) for C21H19BrN6OS6SbTi as an isolated structure.

Summary:
⟨S²⟩: 0.756
E_LUMO (alpha / beta): 3.76 / 3.76 eV
relative energy (zero: lowest compared OMol25 entry of this formula, charge and spin): 5.3 kcal/mol
largest force on an atom: 0.7 eV/A
orbital gap (alpha / beta): 5.35 / 5.40 eV

```
! wB97M-V def2-TZVPD RIJCOSX def2/J DEFGRID3
* xyz -2 2
Ti 0.893 0.803 1.271
N 1.001 3.061 5.081
C 0.579 2.519 3.882
S 1.464 2.984 2.454
N -0.454 1.739 3.919
N -0.750 1.183 2.675
C -1.985 0.879 2.531
C -2.571 0.265 1.356
C -3.963 0.125 1.305
C -4.603 -0.446 0.226
C -3.828 -0.909 -0.844
C -2.457 -0.799 -0.816
C -1.786 -0.210 0.279
O -0.493 -0.119 0.257
H 1.992 3.255 5.070
H 0.713 2.503 5.873
H -2.652 1.113 3.361
H -4.542 0.489 2.148
H -5.682 -0.535 0.208
H -4.307 -1.362 -1.705
H -1.845 -1.157 -1.635
C 4.125 -3.741 -2.133
C 2.858 -3.737 -1.329
C 2.157 -4.888 -1.014
C 1.041 -4.820 -0.188
C 0.692 -3.569 0.286
Br -0.814 -3.423 1.458
N 1.318 -2.458 -0.007
C 2.381 -2.539 -0.799
H 4.370 -4.745 -2.482
H 4.938 -3.359 -1.511
H 4.042 -3.081 -2.999
H 2.492 -5.850 -1.391
H 0.478 -5.699 0.093
H 2.900 -1.604 -0.986
S 5.158 -1.871 0.763
Sb 4.143 0.014 1.584
S 2.171 -0.474 2.861
S 2.862 1.102 -0.143
S 5.499 1.476 2.690
N -1.296 4.013 1.144
C -1.261 3.430 -0.075
N -0.427 2.515 -0.435
C -0.681 2.096 -1.736
C 0.045 1.128 -2.427
C -0.335 0.803 -3.717
C -1.424 1.422 -4.333
C -2.150 2.392 -3.662
C -1.765 2.717 -2.369
S -2.480 3.876 -1.283
H -0.443 3.860 1.697
H -1.728 4.916 1.214
H 0.885 0.648 -1.941
H 0.225 0.048 -4.254
H -1.706 1.145 -5.342
H -2.997 2.879 -4.129
*
```

# 11
Density functional theory data (ωB97M-V/def2-TZVPD) for CH22B3NO15 as an isolated structure in a non-equilibrium geometry.

Summary:
E_LUMO: -0.26 eV
largest force on an atom: 1.3 eV/A
orbital gap: 10.42 eV

```
! wB97M-V def2-TZVPD RIJCOSX def2/J DEFGRID3
* xyz 0 1
O -3.541 2.221 -2.098
C -3.181 1.135 -2.309
N -2.816 0.000 -2.546
B -2.663 -0.863 -1.375
O -3.731 -1.125 -0.541
B -3.387 -1.103 0.808
O -2.159 -1.613 1.197
B -1.188 -1.142 0.302
O -0.164 -0.371 0.696
O -1.416 -1.392 -1.065
H -4.071 -0.579 1.619
H -0.053 -0.370 1.661
O 1.273 -2.771 -2.030
H 0.374 -2.566 -1.748
H 1.742 -3.002 -1.220
O 1.001 1.244 2.687
H 1.740 1.524 2.137
H 1.251 1.517 3.575
O 3.495 2.642 0.808
H 2.785 2.217 0.312
H 4.191 2.761 0.150
O 5.378 4.024 2.951
H 4.664 3.597 2.467
H 6.077 4.115 2.294
O 6.349 1.428 1.321
H 5.418 1.562 1.534
H 6.744 1.172 2.161
O -5.423 1.892 1.047
H -4.726 2.212 0.463
H -5.187 2.233 1.915
O 4.342 -2.648 -3.066
H 4.112 -2.592 -3.999
H 3.500 -2.794 -2.622
O 6.921 -1.565 -2.255
H 6.096 -1.955 -2.579
H 7.505 -1.541 -3.017
O -7.880 0.813 -0.947
H -7.125 1.213 -0.498
H -8.187 0.141 -0.331
O -5.799 -3.112 1.016
H -5.880 -2.681 0.159
H -6.381 -3.877 0.966
*
```

Question: Among the records above, which one has the lowest largest force on an atom?
Answer: C21H19BrN6OS6SbTi

Question: Which of these has the lowest largest force on an atom?
Answer: C21H19BrN6OS6SbTi